{
  "formula": "C65H141ClF24N11O26S8",
  "method": "ωB97M-V with the def2-TZVPD basis set",
  "symbols": ["C", "C", "N", "C", "C", "C", "C", "C", "O", "C", "H", "H", "H", "H", "H", "H", "H", "H", "H", "H", "H", "H", "H", "H", "H", "H", "H", "H", "H", "H", "C", "C", "N", "C", "C", "C", "C", "C", "O", "C", "H", "H", "H", "H", "H", "H", "H", "H", "H", "H", "H", "H", "H", "H", "H", "H", "H", "H", "H", "H", "C", "C", "N", "C", "C", "C", "C", "C", "O", "C", "H", "H", "H", "H", "H", "H", "H", "H", "H", "H", "H", "H", "H", "H", "H", "H", "H", "H", "H", "H", "C", "C", "N", "C", "C", "C", "C", "C", "O", "C", "H", "H", "H", "H", "H", "H", "H", "H", "H", "H", "H", "H", "H", "H", "H", "H", "H", "H", "H", "H", "C", "C", "N", "C", "C", "C", "C", "C", "O", "C", "H", "H", "H", "H", "H", "H", "H", "H", "H", "H", "H", "H", "H", "H", "H", "H", "H", "H", "H", "H", "C", "C", "N", "C", "C", "C", "C", "C", "O", "C", "H", "H", "H", "H", "H", "H", "H", "H", "H", "H", "H", "H", "H", "H", "H", "H", "H", "H", "H", "H", "C", "C", "N", "C", "C", "C", "C", "C", "O", "C", "H", "H", "H", "H", "H", "H", "H", "H", "H", "H", "H", "H", "H", "H", "H", "H", "H", "H", "H", "H", "O", "C", "O", "O", "H", "C", "F", "F", "F", "S", "O", "O", "N", "S", "O", "O", "C", "F", "F", "F", "C", "F", "F", "F", "S", "O", "O", "N", "S", "O", "O", "C", "F", "F", "F", "C", "F", "F", "F", "S", "O", "O", "N", "S", "O", "O", "C", "F", "F", "F", "C", "F", "F", "F", "S", "O", "O", "N", "S", "O", "O", "C", "F", "F", "F", "Cl"],
  "xyz": [[17.6329, 33.7703, 19.0723], [18.2882, 33.7444, 17.6636], [19.0010, 32.4680, 17.4276], [19.6297, 31.8929, 18.6438], [18.0847, 31.4373, 16.8614], [18.6120, 30.0777, 16.7792], [20.0276, 32.7300, 16.3230], [21.4459, 33.1752, 16.7328], [21.5105, 34.1838, 17.7859], [22.7877, 34.7379, 17.9759], [17.0533, 34.7083, 19.1796], [18.3698, 33.8607, 19.8653], [16.9095, 32.9419, 19.2837], [18.9319, 34.5855, 17.4736], [17.5820, 33.8133, 16.8366], [20.3089, 31.1118, 18.3578], [18.8060, 31.5085, 19.2432], [20.2370, 32.6198, 19.2209], [17.8229, 31.7233, 15.8549], [17.1998, 31.4660, 17.5305], [17.9444, 29.5475, 16.1667], [18.6370, 29.6065, 17.7386], [19.6201, 29.9893, 16.3874], [19.5490, 33.4067, 15.6201], [20.2303, 31.7494, 15.8877], [21.9428, 33.5422, 15.8215], [22.0519, 32.3159, 17.0148], [23.5929, 34.0056, 17.9523], [22.7242, 35.2390, 18.9315], [23.0813, 35.4249, 17.2018], [11.1269, 24.1054, 12.6312], [12.4141, 24.8210, 12.4811], [13.7124, 24.0627, 12.3812], [13.7946, 23.4152, 11.0769], [14.9034, 24.9160, 12.6273], [15.0011, 26.1530, 11.7492], [13.6571, 23.0062, 13.4376], [14.9863, 22.2728, 13.7143], [15.5353, 21.8221, 12.4693], [16.2510, 20.6344, 12.6530], [11.0898, 23.5553, 13.5771], [10.9000, 23.5304, 11.6716], [10.3973, 24.9238, 12.7670], [12.6377, 25.4397, 13.3590], [12.3424, 25.5674, 11.6659], [13.7889, 24.2357, 10.3304], [12.9300, 22.7765, 11.0461], [14.7284, 22.8076, 11.0437], [15.7295, 24.2446, 12.4915], [14.9227, 25.2701, 13.6462], [15.1187, 25.9037, 10.6961], [15.9406, 26.7102, 12.0001], [14.1076, 26.8473, 11.7976], [12.9547, 22.1814, 13.1945], [13.1668, 23.4689, 14.3483], [14.6787, 21.4058, 14.3631], [15.6309, 22.9187, 14.3228], [17.2768, 20.7617, 13.0419], [16.3067, 20.1213, 11.7133], [15.8044, 19.9984, 13.4332], [18.1682, 29.9460, 20.8372], [17.5454, 28.9206, 21.8845], [17.3061, 27.5968, 21.2907], [16.2050, 27.7525, 20.3496], [18.3792, 26.9138, 20.5200], [19.7063, 26.6706, 21.2214], [16.9357, 26.7442, 22.4966], [16.8623, 25.2777, 22.2142], [15.9621, 25.0901, 21.2041], [15.4515, 23.7544, 20.9657], [17.4986, 30.5123, 20.1961], [19.0360, 29.5504, 20.3081], [18.6539, 30.6988, 21.5038], [16.5834, 29.2317, 22.3060], [18.1899, 28.7474, 22.7879], [16.0524, 26.8101, 19.8140], [16.3832, 28.6293, 19.7101], [15.2978, 27.9336, 20.9005], [18.6287, 27.4834, 19.6320], [17.9057, 26.0384, 20.1204], [20.2888, 26.1224, 20.4981], [19.5900, 26.0857, 22.1088], [20.2310, 27.5960, 21.4673], [15.9572, 27.1517, 22.7884], [17.6103, 26.9336, 23.3130], [16.5014, 24.9279, 23.1804], [17.8441, 24.8129, 21.9740], [16.3218, 23.0509, 20.8793], [14.8329, 23.8519, 20.0459], [14.7612, 23.3271, 21.7742], [19.2857, 23.4888, 11.5992], [20.5711, 24.3238, 11.6612], [20.5965, 25.2915, 12.7181], [21.9042, 25.9448, 12.6637], [19.5955, 26.3831, 12.4798], [19.2442, 26.7305, 11.0579], [20.4583, 24.7125, 14.0896], [21.5196, 23.7901, 14.6014], [21.8027, 22.6864, 13.7173], [22.7825, 21.8116, 14.2760], [19.4741, 22.8373, 10.7637], [18.4237, 24.0816, 11.3107], [19.1431, 22.7747, 12.4045], [20.7514, 24.8847, 10.7793], [21.4583, 23.7101, 11.7374], [22.6716, 25.1651, 12.7569], [22.0699, 26.6178, 13.4922], [21.9405, 26.4678, 11.7130], [20.0459, 27.2015, 13.0659], [18.6508, 25.9582, 12.8680], [20.0852, 27.0686, 10.4234], [18.6745, 27.6977, 11.1572], [18.5799, 26.0172, 10.5401], [19.4692, 24.2075, 14.2473], [20.5332, 25.5889, 14.7439], [21.1262, 23.4751, 15.5821], [22.4444, 24.3430, 14.7897], [23.6246, 22.4563, 14.5505], [23.0182, 21.1421, 13.4510], [22.4339, 21.3298, 15.2279], [11.3428, 14.2014, 16.2048], [12.0250, 14.9463, 17.3191], [11.6797, 16.4173, 17.3971], [10.2023, 16.5590, 17.3057], [12.0371, 16.9678, 18.7630], [13.2917, 16.4626, 19.3628], [12.3031, 17.1599, 16.3000], [11.7876, 18.5681, 16.1236], [10.6298, 18.4544, 15.3231], [9.9504, 19.7481, 15.0992], [11.5795, 14.6208, 15.2223], [10.2812, 14.1642, 16.3652], [11.8304, 13.2166, 16.2808], [13.1054, 14.7960, 17.4189], [11.5785, 14.5762, 18.2074], [9.9519, 16.6885, 16.2782], [9.9478, 17.4755, 17.8388], [9.6850, 15.7395, 17.8103], [11.1965, 16.7994, 19.4286], [12.0916, 18.0316, 18.6400], [13.2951, 15.3770, 19.5123], [13.2897, 16.9308, 20.3437], [14.1964, 16.7496, 18.8339], [12.1551, 16.7063, 15.3297], [13.4143, 17.1685, 16.4441], [12.5804, 19.1153, 15.5650], [11.5734, 18.9880, 17.1588], [10.4804, 20.5936, 15.4969], [8.9665, 19.7858, 15.5444], [9.8280, 19.9816, 14.0305], [13.7906, 32.4037, 12.9018], [12.9211, 31.8495, 13.9924], [13.6123, 31.2617, 15.1242], [12.5954, 30.7370, 16.0439], [14.6695, 30.1903, 14.8681], [14.1972, 28.9124, 14.2013], [14.4558, 32.2663, 15.8613], [13.9096, 33.6156, 16.3233], [12.8540, 33.3696, 17.2373], [12.7076, 34.4421, 18.1588], [14.4539, 33.2368, 13.3087], [13.0760, 32.9014, 12.2109], [14.4143, 31.6086, 12.4601], [12.2255, 31.1397, 13.5593], [12.3240, 32.6540, 14.4442], [11.9327, 30.0177, 15.5581], [12.0049, 31.6016, 16.4492], [13.1379, 30.3035, 16.8482], [15.1888, 29.9232, 15.7892], [15.3743, 30.6568, 14.2072], [13.9068, 29.0377, 13.1507], [13.4305, 28.3740, 14.6871], [15.1131, 28.2649, 14.2239], [15.2282, 32.4691, 15.1369], [14.9149, 31.7077, 16.7177], [13.5700, 34.3394, 15.5671], [14.7687, 34.1903, 16.8126], [13.5759, 34.4772, 18.8718], [11.8428, 34.1459, 18.7801], [12.6184, 35.3700, 17.5515], [9.2504, 26.8723, 19.9911], [10.4405, 26.0072, 20.1017], [11.7175, 26.5382, 19.4390], [12.7652, 25.4857, 19.5348], [11.3800, 26.8865, 18.0535], [12.6088, 27.2771, 17.2520], [12.2083, 27.7323, 20.0874], [12.1932, 27.7532, 21.5382], [13.3144, 27.0524, 22.1463], [12.9079, 26.3153, 23.3172], [8.8231, 26.9111, 18.9884], [9.4473, 27.9088, 20.3444], [8.5333, 26.3743, 20.6716], [10.3297, 25.0063, 19.6783], [10.6792, 25.8432, 21.1675], [12.7113, 25.0385, 20.5054], [13.7350, 26.0222, 19.4018], [12.6416, 24.6929, 18.8253], [10.7275, 27.7541, 18.1711], [10.7663, 26.1049, 17.5682], [13.2158, 26.4264, 17.1240], [13.2851, 27.8935, 17.8271], [12.3398, 27.6795, 16.2962], [11.6286, 28.5611, 19.6856], [13.1972, 27.9713, 19.7491], [11.3137, 27.3754, 22.0484], [12.1914, 28.7987, 21.8271], [12.4555, 26.9628, 24.0861], [13.8466, 25.8551, 23.6915], [12.1910, 25.5396, 23.0459], [9.9325, 23.9294, 17.2065], [10.7677, 23.8289, 16.0767], [11.3771, 24.8855, 15.7214], [10.9992, 22.6983, 15.6663], [9.6342, 23.0963, 17.5687], [16.8340, 26.3734, 16.0388], [17.1413, 26.4385, 14.7566], [17.8922, 26.6863, 16.7519], [15.9363, 27.3361, 16.2692], [16.0465, 24.7142, 16.5381], [16.1945, 24.5217, 17.9518], [14.6895, 24.8929, 15.9864], [16.9591, 23.8076, 15.5771], [17.5275, 22.3365, 16.0314], [16.4540, 21.4671, 16.3768], [18.3551, 21.9821, 14.9412], [18.6952, 22.5712, 17.4156], [18.2151, 22.2888, 18.6546], [19.8255, 21.8312, 17.3278], [19.1558, 23.8107, 17.6256], [20.8150, 31.3973, 9.9945], [21.9846, 31.8728, 9.4396], [19.8230, 32.3012, 9.8119], [20.3956, 30.3054, 9.3007], [21.0675, 30.9827, 11.7619], [21.3097, 29.5957, 11.7486], [21.9599, 31.9467, 12.2822], [19.5842, 31.3982, 12.2734], [18.2873, 30.7302, 12.7821], [18.4606, 29.4291, 13.3776], [17.5845, 31.7407, 13.4601], [17.3379, 30.4800, 11.3078], [17.0528, 31.6903, 10.7296], [17.9353, 29.6467, 10.4170], [16.1569, 29.9598, 11.6226], [22.7944, 26.4813, 18.0342], [23.7460, 26.5036, 17.1671], [22.1295, 25.2637, 18.0136], [23.3047, 26.5631, 19.2552], [21.3632, 27.6509, 17.5192], [20.7361, 26.9334, 16.3958], [20.6582, 27.7685, 18.7796], [21.9647, 29.0727, 17.1440], [22.5520, 29.4647, 15.7095], [22.7249, 28.3816, 14.7883], [22.0936, 30.7412, 15.2675], [24.3740, 29.8372, 16.3025], [25.1532, 29.7559, 15.2479], [24.5123, 30.9705, 16.9507], [24.7499, 28.9229, 17.3044], [13.6672, 20.3685, 20.0838], [13.6579, 19.1086, 20.3942], [14.6462, 21.0607, 20.6646], [13.8027, 20.3413, 18.6790], [12.0412, 21.2152, 20.3404], [12.0967, 22.4771, 19.6293], [11.3003, 20.0703, 19.8147], [11.7333, 21.3474, 21.9076], [11.8365, 22.7398, 22.7331], [13.0693, 22.9630, 23.4687], [11.1639, 23.8382, 22.0420], [10.7381, 22.3877, 24.1000], [11.1351, 21.3676, 24.9050], [10.6031, 23.4623, 24.8783], [9.5102, 22.0941, 23.5780], [15.3552, 30.6446, 18.8740]],
  "forces_ev_per_a": [[-0.91, 0.74, -0.46], [-1.29, -0.13, 1.04], [2.15, 0.23, -1.05], [0.29, 0.68, 0.81], [-1.61, 1.02, 0.64], [1.26, -0.56, 0.82], [0.99, -0.29, 0.66], [0.29, 0.95, 0.59], [-1.01, -1.01, -1.15], [0.17, -0.30, 0.03], [0.15, -0.40, -0.31], [0.19, -0.31, -0.05], [0.73, 0.47, -0.36], [0.71, 0.11, 0.50], [-0.46, -0.14, 0.20], [0.12, -0.54, -0.26], [0.42, 0.06, -0.06], [-0.63, -0.11, -0.63], [-0.19, 0.70, -0.27], [0.24, -0.14, -0.54], [-0.74, -0.98, -0.94], [-0.08, -0.51, 0.70], [0.00, 0.03, -0.37], [0.01, -0.09, -0.08], [-0.24, 0.42, -0.42], [-0.30, 0.06, 0.05], [-0.15, -0.12, 0.36], [-0.05, -0.49, 0.44], [0.34, 0.16, 0.17], [-0.26, 0.68, -0.50], [-0.64, -0.51, -0.77], [1.17, 2.62, 0.52], [-0.91, -0.73, 0.47], [1.06, 0.29, -1.09], [-0.03, 1.11, -0.16], [0.01, 0.85, -0.60], [-0.64, -1.13, 1.64], [-1.39, 0.49, 0.57], [-0.07, 0.01, 1.34], [1.13, -0.72, 0.91], [-0.11, -0.39, -0.46], [-0.06, 0.48, 1.50], [0.09, -0.46, -0.31], [-0.61, -0.12, 0.23], [0.38, -0.73, -0.02], [-0.18, -0.84, 0.14], [-0.25, -0.23, -0.62], [-0.99, 0.64, -0.26], [0.62, -0.07, -0.15], [-0.39, -0.39, 0.56], [-0.03, -0.09, -0.14], [-0.92, -0.34, 0.07], [1.15, -0.75, 0.30], [0.09, 0.92, -0.64], [1.04, -0.42, -0.63], [0.43, 0.70, -0.58], [0.15, -0.46, -0.72], [-0.23, 0.46, -0.31], [-0.07, -0.33, -0.49], [-0.33, -0.01, -0.44], [0.70, 0.23, 2.74], [1.65, 1.31, -0.47], [0.12, -1.00, 1.04], [-1.21, -0.07, -1.03], [1.43, 0.77, -0.35], [-0.70, 0.31, -0.12], [-0.75, 0.45, -0.84], [0.37, -0.22, 0.79], [-1.64, -0.96, -0.89], [-0.12, -0.36, 0.57], [-0.47, -0.64, 0.04], [-0.31, -0.44, -0.19], [-0.39, -0.21, -0.39], [0.12, 0.23, -0.41], [-0.11, 0.50, -1.13], [0.18, 0.44, -0.10], [0.05, -0.54, 0.05], [-0.34, 0.18, 0.32], [-0.34, 0.46, -0.03], [-0.04, -0.71, 0.13], [0.40, -0.14, -0.01], [0.06, -0.43, 0.65], [-0.06, -0.05, -0.13], [0.10, -0.45, 0.00], [0.55, 0.10, 0.07], [-0.01, -0.83, 0.21], [-0.42, 0.21, 0.34], [-0.82, 0.51, -0.36], [0.86, -0.37, 0.50], [1.06, 1.07, -0.64], [1.06, -0.08, -0.79], [-0.55, -1.90, -0.44], [0.72, 0.34, 0.86], [1.42, -0.27, -0.13], [-1.12, -0.59, 0.88], [-0.03, 2.02, -0.62], [-1.51, 0.09, 0.79], [0.67, -0.67, -0.46], [-0.71, 0.58, 0.95], [-0.41, 0.88, 0.43], [-0.09, -0.35, -0.66], [-0.26, -0.05, 0.47], [-0.18, 0.51, 0.52], [-0.32, 0.41, -1.10], [-0.12, -0.41, 0.37], [-0.12, 0.28, -0.45], [-0.34, 0.40, 0.14], [0.41, 0.12, 0.03], [-1.07, 0.07, -0.27], [0.49, 0.66, 0.58], [-0.24, -0.53, 0.21], [0.35, -1.07, 0.00], [0.57, 0.21, 0.26], [0.65, 0.70, -0.64], [-0.44, -0.20, 0.08], [0.25, -0.23, -0.22], [0.17, -0.05, 0.07], [0.40, -0.43, -0.09], [0.21, -0.31, 0.49], [0.09, 0.05, -1.00], [1.56, -0.09, -0.42], [-0.30, 0.57, 0.21], [-0.46, -1.03, 0.50], [-0.45, 0.41, 0.65], [0.02, 0.12, -0.38], [0.45, -0.64, 0.60], [2.09, 0.90, -0.55], [0.02, 0.27, 0.58], [-0.79, 1.65, -0.31], [0.35, -0.34, -0.50], [-0.17, -0.20, 0.07], [-0.34, -0.30, -0.12], [-0.68, 0.04, -0.38], [-0.26, 0.29, -0.48], [-0.13, -0.52, 1.13], [-0.53, -0.26, -0.53], [-0.12, 0.02, -0.25], [0.29, 0.02, -0.16], [-0.13, -0.33, -0.09], [-0.02, 0.55, 0.06], [0.02, 0.26, 0.06], [0.41, -0.18, 0.09], [0.05, 0.11, -0.06], [-0.32, -0.69, 0.04], [-0.91, -0.02, 0.26], [-0.49, 0.11, 0.71], [0.29, 0.28, -1.47], [0.63, 0.21, 0.41], [-0.29, -0.53, 0.27], [0.19, -0.64, 0.18], [0.65, 1.36, 0.36], [-0.53, 0.90, -0.75], [0.82, -0.66, 1.67], [-1.37, 0.82, 0.63], [-0.67, -0.73, -1.13], [1.53, -0.02, -0.93], [1.00, 0.69, 0.28], [0.11, 0.07, 0.80], [0.63, 0.35, 0.07], [0.20, -0.51, 0.36], [-0.66, -1.13, -0.68], [0.79, -0.56, -0.04], [-0.34, 0.62, -0.24], [-0.06, -0.39, 0.19], [-0.01, -0.21, -0.22], [0.29, 0.07, -0.08], [0.53, -0.96, -0.50], [0.23, -0.56, 0.90], [-0.41, 0.43, 0.28], [0.56, 0.24, -0.20], [0.10, 0.16, 0.17], [-0.83, -0.46, 0.79], [-0.87, 0.43, -0.23], [0.61, 0.23, -0.02], [-0.60, 0.66, -0.44], [-0.04, -0.47, -0.38], [-0.76, -1.06, -0.31], [-0.47, 0.16, -0.80], [0.15, 0.77, -0.49], [-0.27, -0.21, 0.93], [-0.88, 0.55, 0.29], [1.56, -0.98, 0.60], [-0.85, -1.62, 0.20], [1.20, 0.69, -0.10], [-0.64, 0.70, -1.35], [-0.21, -0.37, 1.04], [-0.22, 1.42, -0.52], [0.64, -0.17, 2.93], [-0.86, 0.46, -0.31], [0.82, 0.11, -0.16], [-0.02, -0.02, 0.12], [-0.26, -0.64, -0.10], [0.01, 0.59, -0.38], [-0.24, 0.19, -0.13], [0.02, -0.02, -0.78], [0.07, -0.04, 0.63], [-0.61, -0.84, 0.07], [-0.33, -0.15, -0.68], [-0.05, 0.02, -0.23], [0.76, 0.04, 0.28], [0.46, -1.35, -0.83], [-0.11, 1.02, -0.16], [-0.11, 0.23, -0.31], [-0.27, 0.13, 0.34], [0.64, -0.15, -0.14], [-0.45, -0.11, -0.45], [0.46, 0.42, 0.19], [0.28, -0.02, -0.19], [-0.76, 0.18, -0.05], [0.14, 0.01, 0.06], [-0.09, 1.68, -0.24], [2.16, 1.01, 0.91], [-1.71, -0.59, 0.44], [-0.51, -1.45, -0.79], [0.31, -0.62, -0.50], [-0.59, -0.09, 0.99], [0.10, -0.32, -0.69], [0.68, -0.37, 0.34], [-0.64, 0.32, 0.18], [-1.04, 0.68, -2.17], [0.14, 0.10, 0.04], [1.89, -0.46, 0.81], [0.61, -0.52, 1.99], [-2.21, 2.24, -1.78], [0.27, -0.44, 1.10], [1.47, -0.72, -0.74], [2.28, 0.43, 4.20], [-1.08, -0.85, -0.93], [-0.87, -0.37, -1.08], [-0.41, 0.79, -1.66], [-0.14, 0.54, -1.81], [-1.67, -0.70, 0.62], [1.20, -0.17, 0.12], [0.84, 0.55, 0.43], [-3.31, 1.46, 0.50], [0.74, -1.78, 0.27], [0.89, 0.15, 0.10], [1.06, -0.21, -0.27], [4.30, -0.84, -0.42], [-0.67, -0.12, -0.03], [-2.26, 1.25, 1.71], [-0.74, 0.77, -1.88], [0.65, -1.34, 0.14], [-0.50, 1.00, 0.61], [-0.72, -0.67, 0.14], [-2.35, -0.96, 0.42], [0.95, -0.33, -1.03], [0.82, 0.57, -0.22], [-0.22, 0.76, -0.07], [0.06, -0.64, -0.51], [0.93, 1.16, 1.71], [0.05, 0.22, -0.86], [-0.67, -0.31, -0.22], [2.61, -0.50, 1.40], [-0.36, 0.03, -0.10], [-0.55, 0.07, -0.15], [-1.18, -1.91, 1.59], [0.43, 0.07, 0.27], [-0.17, 1.30, -0.59], [-0.25, 0.38, -1.98], [-0.31, 1.89, -2.20], [0.47, -0.67, 1.29], [0.19, -0.86, -0.45], [0.45, 0.60, 1.77], [-1.11, -0.83, 0.12], [0.09, -1.09, 0.46], [-0.40, 1.31, 0.27], [0.88, 0.71, -0.24], [0.43, -0.12, -0.92], [-0.48, 0.03, -1.20], [0.98, -0.74, 0.68], [-2.04, -1.39, 1.02], [-0.26, 0.79, -1.06], [0.20, 0.00, -0.35], [0.87, 0.06, 0.69], [-0.32, 0.08, -0.22]],
  "orbital_gap_ev": 8.364,
  "charge": 1,
  "multiplicity": 1,
  "total_energy_ha": -11161.66954,
  "homo_energy_ev": -9.73
}